Entry 1:
The following is a DFT calculation (the ωB97M-V functional and the def2-TZVPD basis) of a 9-piece molecular cluster, C27H80BN11O11 overall.

Summary:
- E_HOMO (alpha / beta) (eV) = -9.9 / -9.9
- net charge = +1
- E_tot (a.u.) = -2530.955330
- 2S+1 = 2

Atoms and positions in Å:
O (-7.195, 10.873, 17.385)
O (-8.136, 14.514, 11.673)
O (-5.485, 14.540, 17.267)
O (-11.691, 12.295, 19.208)
O (-11.701, 12.339, 9.075)
O (-10.557, 11.440, 14.832)
O (-4.777, 10.598, 15.662)
O (-4.467, 5.899, 16.708)
O (-10.399, 14.991, 15.678)
O (-5.964, 6.177, 11.780)
O (-11.228, 8.178, 8.759)
N (-8.449, 12.204, 13.027)
N (-6.737, 8.594, 15.311)
N (-6.235, 13.687, 10.896)
N (-9.429, 8.075, 10.113)
N (-10.154, 10.034, 9.564)
N (-11.749, 14.918, 18.191)
N (-6.226, 7.773, 10.262)
N (-6.749, 12.733, 15.177)
N (-6.304, 8.297, 12.379)
N (-6.112, 15.548, 11.788)
N (-10.987, 12.218, 12.011)
C (-3.913, 11.141, 16.640)
C (-11.128, 10.585, 13.775)
C (-10.362, 15.274, 14.286)
C (-10.334, 16.221, 16.435)
C (-7.318, 14.012, 15.709)
C (-12.001, 14.686, 19.582)
C (-6.176, 7.356, 11.492)
C (-10.356, 8.700, 9.453)
C (-3.357, 5.183, 16.137)
C (-5.004, 6.816, 15.757)
C (-6.905, 14.570, 11.479)
C (-12.346, 11.027, 19.348)
C (-5.403, 12.864, 14.562)
C (-7.987, 9.337, 15.651)
C (-10.703, 15.910, 17.945)
C (-6.907, 14.300, 17.157)
C (-12.606, 13.327, 19.699)
C (-6.389, 7.439, 16.168)
C (-4.971, 14.872, 18.490)
C (-11.751, 13.320, 11.306)
C (-6.751, 11.065, 18.766)
C (-11.929, 11.441, 12.821)
C (-12.481, 12.797, 10.100)
C (-11.013, 13.342, 8.259)
C (-11.461, 11.893, 15.837)
C (-4.860, 11.390, 14.463)
C (-8.124, 9.802, 17.179)
B (-7.729, 10.794, 10.754)
H (-10.318, 10.090, 13.240)
H (-9.468, 15.798, 13.947)
H (-13.184, 12.001, 10.342)
H (-5.064, 6.391, 14.755)
H (-11.793, 13.944, 7.791)
H (-8.773, 8.606, 15.464)
H (-5.243, 13.782, 10.729)
H (-10.438, 14.058, 8.847)
H (-9.406, 12.034, 13.302)
H (-7.663, 11.063, 19.363)
H (-10.337, 14.296, 13.806)
H (-12.368, 13.749, 12.096)
H (-10.995, 16.857, 18.399)
H (-10.997, 16.919, 15.925)
H (-5.412, 15.819, 18.802)
H (-8.236, 10.142, 14.960)
H (-3.883, 14.910, 18.441)
H (-5.173, 15.282, 11.529)
H (-12.882, 13.157, 20.739)
H (-6.437, 8.750, 10.114)
H (-7.224, 13.482, 17.804)
H (-2.892, 11.386, 16.348)
H (-10.964, 14.049, 11.114)
H (-4.208, 7.558, 15.824)
H (-7.009, 14.794, 15.016)
H (-8.408, 13.990, 15.689)
H (-6.825, 9.101, 12.059)
H (-11.796, 14.061, 17.658)
H (-6.093, 10.257, 19.083)
H (-3.900, 11.224, 13.974)
H (-12.713, 10.857, 20.360)
H (-3.679, 10.391, 17.396)
H (-3.099, 4.447, 16.899)
H (-5.321, 13.447, 13.645)
H (-8.723, 8.603, 10.605)
H (-6.270, 8.050, 13.358)
H (-5.206, 14.157, 19.278)
H (-11.743, 10.161, 19.075)
H (-6.336, 16.332, 12.383)
H (-9.314, 16.600, 16.510)
H (-11.104, 14.742, 20.200)
H (-5.513, 10.807, 13.813)
H (-6.594, 12.121, 15.965)
H (-6.270, 7.777, 17.197)
H (-9.797, 15.640, 18.488)
H (-11.260, 15.770, 13.916)
H (-10.386, 12.953, 7.457)
H (-8.281, 11.600, 10.296)
H (-5.981, 9.240, 15.489)
H (-7.863, 12.304, 13.844)
H (-4.490, 11.970, 17.049)
H (-6.264, 11.999, 19.044)
H (-7.210, 6.727, 16.081)
H (-13.070, 13.641, 9.741)
H (-7.803, 8.926, 17.744)
H (-6.201, 7.184, 9.442)
H (-4.670, 13.321, 15.227)
H (-12.560, 12.109, 13.408)
H (-10.630, 11.633, 11.270)
H (-10.828, 12.163, 16.682)
H (-2.535, 5.864, 15.914)
H (-6.937, 11.283, 11.300)
H (-12.009, 12.806, 15.604)
H (-8.508, 13.073, 12.515)
H (-8.387, 10.269, 11.428)
H (-8.045, 11.518, 12.405)
H (-12.565, 10.791, 12.220)
H (-12.246, 11.175, 16.077)
H (-9.147, 10.163, 17.284)
H (-3.660, 4.685, 15.215)
H (-6.657, 12.813, 10.615)
H (-9.375, 10.409, 10.085)
H (-12.686, 15.437, 19.975)
H (-11.700, 9.753, 14.185)
H (-10.957, 10.610, 9.356)
H (-13.430, 13.275, 18.987)
H (-7.222, 10.164, 10.039)
H (-9.276, 7.120, 9.822)
H (-7.466, 15.191, 17.445)
H (-13.232, 10.991, 18.714)

Entry 2:
The following is a DFT calculation (the ωB97M-V functional and the def2-TZVPD basis) of C14H14CdF3IN2O2 as an isolated structure.

Summary:
- E_HOMO (eV) = -8.4
- relative energy (zero: lowest compared OMol25 entry of this formula, charge and spin) (kJ/mol) = 205.5
- net charge = 0
- E_tot (a.u.) = -1566.897222

Atoms and positions in Å:
I (-0.965, 3.538, 0.235)
Cd (0.191, 0.770, 0.280)
F (1.837, -2.272, 3.393)
F (3.491, -0.990, 2.766)
F (3.665, -3.145, 2.549)
O (1.415, -1.024, 0.800)
O (2.276, -3.042, 0.284)
N (0.219, 0.400, -1.809)
N (-1.627, -0.399, 0.374)
C (-3.786, -0.885, 1.316)
C (-1.311, -0.125, -3.504)
C (2.414, 1.774, 1.608)
C (1.456, 1.502, 2.730)
C (0.910, 0.759, -4.080)
C (-0.336, 0.253, -4.452)
C (-2.036, -0.498, -0.934)
C (1.132, 0.859, -2.708)
C (-3.405, -0.817, -1.108)
C (2.803, -2.126, 2.415)
C (2.119, -2.070, 0.991)
C (-2.463, -0.467, 1.449)
C (-1.017, -0.099, -2.120)
C (-4.231, -1.063, 0.008)
H (2.049, 1.317, -2.329)
H (-0.545, 0.149, -5.510)
H (0.830, 0.615, 3.015)
H (-3.792, -0.833, -2.134)
H (2.290, 2.088, 0.508)
H (-4.422, -1.041, 2.198)
H (-2.317, -0.450, -3.796)
H (0.679, 2.311, 2.828)
H (3.354, 1.208, 1.633)
H (-5.256, -1.381, -0.140)
H (2.542, 2.753, 2.120)
H (-2.099, -0.155, 2.433)
H (2.257, 1.519, 3.493)
H (1.678, 1.066, -4.803)

Entry 3:
The following is a DFT calculation (the ωB97M-V functional and the def2-TZVPD basis) of a 11-piece molecular cluster, C22H56F6O10P overall.

Summary:
- E_HOMO (eV) = -6.5
- net charge = -1
- E_tot (a.u.) = -2564.927040

Atoms and positions in Å:
P (34.688, -0.927, 2.856)
F (34.896, -0.180, 1.436)
F (33.123, -1.127, 2.486)
F (34.493, -1.639, 4.299)
F (34.952, -2.400, 2.222)
F (34.400, 0.546, 3.472)
F (36.287, -0.824, 3.139)
O (38.838, -1.093, 7.283)
O (37.462, -1.828, 0.781)
O (34.308, -2.723, -0.742)
O (35.999, -0.555, -1.409)
O (38.787, -5.628, 4.176)
O (31.931, 0.924, 4.729)
O (32.980, 0.013, -1.194)
O (36.920, 2.134, 2.400)
O (33.690, 2.584, -0.202)
O (31.646, -5.186, 3.935)
C (36.833, 2.280, 3.800)
C (38.051, -0.957, 8.446)
C (30.441, -5.682, 3.363)
C (29.503, -4.492, 3.346)
C (31.707, -0.266, -0.650)
C (33.088, 4.814, -0.039)
C (31.521, -0.131, 5.572)
C (36.528, -4.938, 4.238)
C (32.932, 3.559, -0.893)
C (36.704, 0.644, -1.671)
C (38.459, -2.362, 6.753)
C (33.436, 2.770, 1.180)
C (30.456, -3.356, 3.018)
C (34.137, -4.093, -0.459)
C (38.759, -1.296, 1.090)
C (36.660, -1.506, 8.161)
C (33.164, 4.264, 1.389)
C (36.717, -6.229, 5.018)
C (31.766, -3.788, 3.752)
C (38.199, -6.162, 5.359)
C (37.902, -4.681, 3.587)
C (36.962, -2.533, 7.037)
H (31.424, -1.286, -0.906)
H (30.621, -3.451, 1.936)
H (34.313, 2.378, 1.698)
H (33.577, -4.262, 0.468)
H (32.237, 4.431, 1.938)
H (37.861, -4.850, 2.511)
H (37.642, 2.879, 4.220)
H (35.644, -4.849, 3.609)
H (38.663, -0.409, 1.726)
H (37.131, -1.925, 1.690)
H (30.762, 0.229, 6.260)
H (33.953, 4.696, 2.004)
H (30.945, 0.481, -0.910)
H (33.965, 5.431, -0.240)
H (32.254, 5.513, -0.140)
H (33.602, -4.562, -1.288)
H (31.799, -0.278, 0.448)
H (37.434, 0.811, -0.864)
H (31.881, 3.247, -0.983)
H (32.499, -3.446, 3.024)
H (37.265, 0.677, -2.609)
H (38.055, 0.029, 8.912)
H (32.652, 2.115, 1.586)
H (30.562, -6.135, 2.371)
H (34.526, -2.271, 0.079)
H (38.245, -3.662, 3.783)
H (35.891, 2.797, 4.009)
H (31.090, -0.948, 4.975)
H (32.368, -0.616, 6.067)
H (32.640, 0.592, 4.157)
H (31.747, -3.258, 4.705)
H (36.495, -2.327, 6.074)
H (36.450, -0.899, -0.627)
H (33.284, 0.838, -0.785)
H (33.200, 3.655, -1.946)
H (36.193, 1.611, 2.044)
H (38.535, -1.588, 9.214)
H (36.129, -6.239, 5.941)
H (38.383, -5.497, 6.211)
H (38.630, -7.132, 5.606)
H (36.084, 1.545, -1.585)
H (36.073, -0.721, 7.689)
H (36.413, -7.118, 4.465)
H (39.119, -3.182, 7.076)
H (36.242, -2.022, 9.018)
H (30.088, -2.343, 3.158)
H (35.109, -4.597, -0.371)
H (39.420, -2.026, 1.569)
H (38.719, -2.347, 5.689)
H (28.676, -4.652, 2.654)
H (30.100, -6.494, 4.012)
H (29.135, -4.317, 4.365)
H (36.792, -3.599, 7.205)
H (36.913, 1.301, 4.280)
H (36.356, -4.151, 4.976)
H (39.203, -0.980, 0.142)

Entry 4:
The following is a DFT calculation (the ωB97M-V functional and the def2-TZVPD basis) of C30H42FN6O5Zr as an isolated structure.

Summary:
- E_HOMO (eV) = -11.0
- relative energy (zero: lowest compared OMol25 entry of this formula, charge and spin) (kJ/mol) = 55.3
- net charge = +1
- E_tot (a.u.) = -2020.002963

Atoms and positions in Å:
Zr (-0.191, -0.311, 0.134)
F (-0.907, 1.294, -1.371)
O (1.106, -0.938, 1.457)
O (-2.230, -0.319, 0.090)
O (-0.774, -2.066, -1.301)
O (-4.302, -1.103, 0.391)
O (2.015, -1.978, 3.221)
N (1.356, 0.020, -1.322)
N (-0.630, 1.650, 1.535)
N (-0.283, 2.598, 3.776)
N (-2.365, 3.008, 2.628)
N (-0.341, 4.070, 1.859)
N (-1.102, -2.249, 1.479)
C (2.631, -0.682, -1.366)
C (3.862, 1.157, 0.017)
C (3.561, 2.348, -0.897)
C (2.736, -1.854, -2.137)
C (1.119, 0.850, -2.426)
C (-0.025, 1.473, 2.913)
C (-3.132, -1.103, 0.652)
C (-0.296, -2.391, 2.701)
C (1.619, 1.984, -4.504)
C (1.087, -1.775, 2.504)
C (-2.112, 1.885, 1.761)
C (4.922, -0.950, -0.697)
C (0.396, 2.644, -4.494)
C (-0.893, -3.431, 0.613)
C (5.010, -2.150, -1.379)
C (3.068, 1.256, 1.307)
C (-1.728, 2.772, 3.923)
C (1.195, -3.774, -2.670)
C (-0.484, 2.427, -3.441)
C (2.100, -2.368, -4.526)
C (-1.461, -3.218, -0.765)
C (1.642, -2.363, -3.063)
C (0.276, 3.805, 3.160)
C (-2.534, -2.012, 1.727)
C (-0.094, 2.957, 0.977)
C (-0.072, 1.550, -2.476)
C (3.925, -2.580, -2.112)
C (1.984, 1.104, -3.495)
C (3.757, -0.187, -0.684)
C (-1.786, 4.217, 2.040)
H (-1.344, -4.321, 1.065)
H (-0.190, -3.429, 3.020)
H (0.985, -3.848, -1.602)
H (-0.770, -1.849, 3.521)
H (0.307, -4.074, -3.232)
H (2.005, 1.193, 1.082)
H (2.407, -1.379, -4.859)
H (1.975, -4.503, -2.894)
H (0.184, -3.605, 0.532)
H (-2.254, 4.409, 1.073)
H (-0.468, 0.574, 3.353)
H (2.491, 2.442, -1.098)
H (5.926, -2.726, -1.359)
H (-3.108, -2.939, 1.786)
H (1.287, -2.703, -5.173)
H (1.045, 1.322, 2.809)
H (0.128, 3.325, -5.289)
H (-2.581, 2.039, 0.791)
H (-1.247, -4.082, -1.395)
H (5.786, -0.585, -0.157)
H (3.310, 0.454, 2.006)
H (4.076, 2.263, -1.854)
H (2.952, 0.625, -3.515)
H (-2.529, 0.986, 2.215)
H (-1.923, 3.620, 4.578)
H (-1.213, -1.772, -2.111)
H (4.001, -3.489, -2.695)
H (4.914, 1.240, 0.300)
H (0.975, 2.852, 0.811)
H (-1.981, 5.063, 2.698)
H (-0.590, 3.138, 0.024)
H (3.890, 3.272, -0.419)
H (2.312, 2.162, -5.315)
H (-2.155, 1.876, 4.378)
H (-1.448, 2.913, -3.372)
H (2.940, -3.049, -4.671)
H (0.101, 4.655, 3.819)
H (1.352, 3.677, 3.031)
H (-2.537, -3.042, -0.758)
H (3.258, 2.218, 1.789)
H (0.790, -1.689, -2.991)
H (-2.651, -1.496, 2.681)

net charge of number 4 (C30H42FN6O5Zr)?
+1

Which value of net charge does entry 1 give?
+1

What is the formula in the first record?
C27H80BN11O11